Record 1
CH3NO | the ωB97M-V functional and the def2-TZVPD basis

Geometry as XYZ:
```
6
CH3NO, DFT the ωB97M-V functional and the def2-TZVPD basis
C -0.68 0.14 -0.01
N 0.27 -0.73 -0.11
O -1.85 0.29 0.04
H 0.96 2.47 0.38
H 1.23 -0.44 -0.11
H 0.07 -1.73 -0.19
```

For the relative energy (zero: lowest compared OMol25 entry of this formula, charge and spin), the calculation gives 422.1 kJ/mol. The orbital gap (spin up / spin down) comes out at 7.16 / 10.63 eV. Its electronic energy is -169.74683 Eh.

---

Record 2
C4H10N2O | the ωB97M-V functional and the def2-TZVPD basis

Geometry as XYZ:
```
17
C4H10N2O, DFT the ωB97M-V functional and the def2-TZVPD basis
C -2.61 0.79 1.02
C -1.66 -0.45 0.87
N -0.20 -0.12 0.85
C 0.44 0.23 -0.32
O 0.89 1.36 -0.45
C 1.00 -1.03 -1.06
N 2.40 -0.74 -1.02
H -3.59 0.60 1.02
H -2.55 1.67 0.28
H -2.41 1.22 1.93
H -1.83 -1.06 1.79
H -1.94 -1.00 -0.08
H 0.04 0.20 1.82
H 0.33 -1.11 -1.97
H 0.92 -2.03 -0.52
H 2.87 -0.77 -1.82
H 2.59 0.17 -0.73
```

For the relative energy (zero: lowest compared OMol25 entry of this formula, charge and spin), the calculation gives 324.7 kJ/mol. The orbital gap comes out at 10.02 eV. Its electronic energy is -343.07780 Eh. As for the SMILES: CCNC(=O)CN.

---

Record 3
C15H37INbO13P2S4 | the ωB97M-V functional and the def2-TZVPD basis

Geometry as XYZ:
```
73
C15H37INbO13P2S4, DFT the ωB97M-V functional and the def2-TZVPD basis
C -0.13 1.63 3.33
C -0.64 0.85 2.11
P -0.21 1.67 0.52
C -1.12 3.24 0.71
Nb -0.85 0.44 -1.65
I 0.71 2.06 -3.38
C -2.52 1.89 -2.19
C -3.95 1.75 -1.59
C -4.46 2.99 -0.82
C -4.88 2.81 0.65
C -5.80 1.63 0.94
O -5.04 0.52 1.40
C -5.78 -0.68 1.41
P -2.25 -1.18 -0.24
S -1.27 -2.93 -0.15
H -0.80 2.48 3.54
H 0.85 2.06 3.14
H -0.08 0.99 4.21
H -0.21 -0.15 2.10
H -1.73 0.79 2.18
H -2.17 3.10 0.97
H -1.06 3.82 -0.21
H -0.66 3.84 1.50
H 0.66 -0.53 -1.42
H -1.47 -0.71 -2.91
H -2.59 1.78 -3.28
H -2.17 2.92 -2.06
H -4.62 1.66 -2.45
H -4.13 0.85 -1.01
H -5.34 3.40 -1.32
H -3.71 3.78 -0.86
H -4.04 2.74 1.34
H -5.44 3.71 0.94
H -6.38 1.33 0.06
H -6.47 1.90 1.77
H -6.34 -0.81 0.48
H -5.07 -1.50 1.51
H -6.46 -0.71 2.27
H -2.54 -0.78 1.07
H -3.54 -1.41 -0.76
C 2.83 -3.38 2.83
C 3.81 -3.63 1.70
O 3.45 -2.64 0.72
S 2.95 -1.31 1.44
O 4.02 -0.38 1.53
O 1.70 -0.95 0.89
O 2.74 -1.94 2.90
H 1.84 -3.78 2.62
H 3.19 -3.76 3.79
H 3.70 -4.61 1.26
H 4.84 -3.47 2.02
C -0.88 3.83 -6.63
C -0.06 2.74 -7.27
O -0.51 2.74 -8.65
S -0.88 4.21 -9.10
O 0.20 4.80 -9.80
O -2.18 4.18 -9.69
O -0.95 4.86 -7.65
H -1.89 3.50 -6.40
H -0.42 4.24 -5.73
H -0.23 1.77 -6.82
H 1.01 2.98 -7.25
C 8.35 -5.69 5.66
C 8.69 -6.05 4.22
O 7.41 -6.12 3.58
S 6.42 -5.04 4.21
O 6.40 -3.87 3.42
O 5.21 -5.70 4.55
O 7.27 -4.75 5.53
H 7.99 -6.55 6.22
H 9.17 -5.22 6.19
H 9.19 -7.01 4.13
H 9.29 -5.28 3.74
```

The net charge is -1. The orbital gap comes out at 5.60 eV. Its electronic energy is -4201.82913 Eh.

---

Record 4
C18H22N2O3 | the ωB97M-V functional and the def2-TZVPD basis

Geometry as XYZ:
```
45
C18H22N2O3, DFT the ωB97M-V functional and the def2-TZVPD basis
C 4.13 -1.06 3.37
C 2.63 -1.20 3.64
C 1.93 -1.77 2.42
O 1.55 -2.92 2.39
C 1.77 -0.86 1.29
C 1.97 0.50 1.24
N 1.70 0.98 0.00
C 1.66 2.36 -0.40
C 0.25 2.80 -0.83
O 0.09 3.64 -1.68
N -0.74 2.19 -0.15
C -2.12 2.25 -0.56
C -2.51 1.03 -1.42
C -2.52 -0.29 -0.63
C -4.01 -0.51 -0.36
C -4.63 0.11 -1.60
O -3.82 1.23 -1.92
C 1.31 -0.07 -0.81
C 0.93 -0.07 -2.14
C 0.56 -1.29 -2.69
C 0.57 -2.46 -1.93
C 0.96 -2.46 -0.60
C 1.33 -1.25 -0.03
H 4.32 -0.39 2.53
H 4.64 -0.68 4.25
H 4.56 -2.03 3.12
H 2.48 -1.89 4.47
H 2.21 -0.23 3.90
H 2.28 1.17 2.02
H 1.99 2.99 0.44
H 2.34 2.54 -1.24
H -0.50 1.45 0.49
H -2.25 3.15 -1.16
H -2.76 2.30 0.32
H -1.80 0.97 -2.27
H -2.12 -1.10 -1.24
H -1.93 -0.24 0.28
H -4.32 0.04 0.53
H -4.27 -1.56 -0.24
H -5.65 0.48 -1.46
H -4.62 -0.60 -2.44
H 0.92 0.83 -2.73
H 0.25 -1.33 -3.72
H 0.28 -3.39 -2.40
H 0.97 -3.36 -0.01
```

For the relative energy (zero: lowest compared OMol25 entry of this formula, charge and spin), the calculation gives 86.1 kJ/mol. The orbital gap comes out at 8.89 eV. Its electronic energy is -1034.36821 Eh. As for the SMILES: CCC(=O)c1cn(CC(=O)NC[C@H]2CCCO2)c2ccccc12.